{
  "formula": "C42H65N4O6P3SiY",
  "method": "ωB97M-V/def2-TZVPD",
  "total_energy_ev": -99616.7159,
  "orbital_gap_ev": [2.9, 3.2],
  "charge": -1,
  "de_lowest_kcal_mol": 270.62,
  "homo_ha": [-0.0902, -0.0909],
  "symbols": ["Y", "P", "P", "P", "Si", "O", "O", "O", "O", "O", "O", "N", "N", "N", "N", "C", "C", "C", "C", "C", "C", "C", "C", "C", "C", "C", "C", "C", "C", "C", "C", "C", "C", "C", "C", "C", "C", "C", "C", "C", "C", "C", "C", "C", "C", "C", "C", "C", "C", "C", "C", "C", "C", "C", "C", "C", "C", "H", "H", "H", "H", "H", "H", "H", "H", "H", "H", "H", "H", "H", "H", "H", "H", "H", "H", "H", "H", "H", "H", "H", "H", "H", "H", "H", "H", "H", "H", "H", "H", "H", "H", "H", "H", "H", "H", "H", "H", "H", "H", "H", "H", "H", "H", "H", "H", "H", "H", "H", "H", "H", "H", "H", "H", "H", "H", "H", "H", "H", "H", "H", "H", "H"],
  "xyz": [[6.0845, -2.5305, -3.9184], [-1.7471, -3.2842, 3.3808], [-2.1060, 2.1286, 0.7831], [1.8584, 2.1827, 3.8548], [-0.8151, 0.1953, 2.2032], [0.6394, -1.6963, -6.4418], [3.6657, -3.2230, -3.4876], [1.7536, -2.5356, -4.3991], [0.8567, -3.4900, -7.8659], [6.6588, -3.5132, -1.7555], [-0.7737, 6.2372, -3.7576], [5.0765, -2.4879, -5.9919], [3.7415, -2.2293, -7.8876], [6.0186, -0.0957, -4.5480], [5.2362, -0.5395, -3.2523], [-0.5943, 3.4307, 0.3504], [1.1116, 0.3331, 5.8212], [0.4940, 2.7479, -0.4759], [3.5154, 1.8246, 3.9952], [-3.9619, 2.4392, 0.5014], [2.9088, -2.6489, -7.0155], [0.5110, -0.3571, 3.5420], [0.7629, -0.9284, 6.2731], [-1.0200, 4.8917, -0.0480], [-2.1570, -1.1549, -0.0447], [-4.5461, -2.7390, -6.9972], [5.0542, -2.0394, -7.3571], [2.9908, -2.7829, -4.5427], [-4.1944, 2.4479, -0.9917], [6.0529, -1.4269, -8.1547], [-4.3079, -1.0745, 0.9006], [-4.8092, 3.5073, 1.2258], [-3.8139, -1.7212, 2.0938], [-2.4374, -2.0606, 2.2969], [1.3238, -2.6138, -7.0602], [4.0044, 0.5045, 4.6917], [-2.0931, 2.5388, 2.5122], [-1.8689, 1.3588, 3.3400], [-3.4736, -1.0303, -0.2743], [2.3082, 4.1290, 6.0057], [-4.8407, -3.8669, -7.8336], [4.6443, 2.7197, 3.4073], [-2.1699, 1.5104, 4.7475], [0.3810, -1.9376, 5.4000], [-1.4300, -5.5275, 1.5572], [1.1713, 3.7500, 5.0937], [3.6558, -2.6990, -5.8183], [-2.9840, -5.9903, 3.5467], [0.6302, 4.7971, 4.1705], [-2.3421, 2.7023, 5.3053], [0.4737, -1.7162, 4.0470], [-2.2515, 3.8925, 4.5198], [1.0680, 0.6422, 4.4457], [-2.1792, 3.8374, 3.1194], [-2.5286, -4.9810, 2.4771], [-4.5962, -5.1251, -7.2808], [-1.6224, -1.3074, 1.2755], [-1.3420, 6.0856, -4.7127], [0.5960, 4.5402, 3.1175], [0.3376, 3.2481, 5.6439], [0.6744, -2.6225, 3.4606], [-4.3878, 4.4968, 1.1178], [-5.3097, -3.7793, -8.7870], [5.4716, 0.3638, -5.3466], [-2.6498, -7.1275, 3.0486], [0.7872, -1.0822, 7.3093], [3.2577, 4.1710, 5.4603], [-1.4580, -0.9639, -0.8235], [-3.5968, 3.3100, -1.3143], [0.8828, 1.8117, -0.1027], [-1.8395, -5.8940, 0.6080], [4.0482, -0.4575, 4.1001], [-1.8413, 4.6870, 2.5140], [-3.3387, -4.4595, 1.8834], [-0.8401, -6.4161, 1.9101], [-0.9231, -4.6457, 1.2496], [-5.2610, -0.6354, 1.0108], [-3.8291, -0.8331, -1.2819], [-4.2367, 1.4324, 0.8392], [-3.5185, -4.9878, -7.1450], [-0.1825, 3.5123, 1.3839], [-5.2681, 2.6539, -1.2080], [-3.9490, -5.9838, 3.8979], [-2.4976, -5.7155, 4.7268], [-4.8498, -10.6383, -8.8439], [4.9405, 0.7759, 5.1498], [4.2433, -0.2841, -3.4434], [-1.9298, 0.5903, 5.2341], [-0.5182, 5.4339, -0.8600], [-4.7668, -5.8514, -7.9969], [1.2761, -1.9629, -5.3832], [-3.5445, -2.3892, -7.0427], [1.4752, 1.1439, 6.5057], [0.0858, 2.6206, -1.5241], [-0.3226, 5.2015, 4.4980], [-2.4923, 2.8547, 6.3827], [4.3215, 3.7784, 3.3045], [-4.8765, -1.7412, -7.5097], [5.5928, -1.1926, -9.2348], [2.0082, 5.0881, 6.4925], [6.6080, -2.5917, -1.5578], [5.0331, 2.3933, 2.4057], [1.3774, 3.4453, -0.6214], [3.4752, -2.2133, -8.8916], [-2.1097, 4.8759, -0.3380], [-0.7632, 5.5481, 0.8438], [-4.8046, 3.3625, 2.3275], [-4.3968, -1.6664, 3.0445], [-3.7693, 1.5538, -1.4061], [-5.8664, 3.4745, 0.8828], [6.6012, 0.7318, -4.2493], [5.4819, 2.8223, 4.1518], [0.1918, -2.9748, 5.7196], [-2.2599, 4.8381, 5.0556], [-4.7469, -4.8059, -6.3086], [3.3370, 0.2783, 5.4216], [0.1142, 5.7728, -3.9282], [2.3147, 3.5313, 6.9704], [6.8210, -4.0644, -0.9956], [1.3817, 5.5936, 4.1308], [7.1178, -1.5897, -8.1171], [5.4448, 0.1531, -2.5130]],
  "forces_ev_per_angstrom": [[-1.206, -1.291, -1.010], [-1.157, -1.851, 0.326], [1.730, 1.493, 0.002], [-1.442, 0.730, -0.410], [0.974, -1.899, 1.168], [2.305, -1.474, 0.528], [0.933, 1.660, -1.977], [0.070, 0.815, -0.927], [1.307, 2.702, 2.416], [-0.378, -1.213, -2.022], [-0.582, -1.523, -4.365], [-1.953, 0.709, -2.282], [2.417, 0.964, -4.452], [0.262, 1.761, 0.983], [-1.175, 3.390, -1.636], [-0.443, 0.091, 0.782], [0.339, 0.905, -0.315], [-0.214, 1.543, -2.245], [1.261, -0.919, 0.229], [-0.125, -0.451, -0.005], [-2.192, 0.585, 6.874], [0.255, 0.349, 0.776], [-0.800, 0.693, -0.548], [-0.447, 0.035, 0.644], [1.653, 0.487, 2.245], [-1.648, 1.415, -5.314], [2.258, 0.305, -0.365], [1.001, -1.986, 2.424], [-0.089, 1.601, 0.323], [-3.236, -0.691, -1.574], [1.981, -1.923, 1.107], [0.410, -0.580, 0.985], [-0.740, 1.359, -0.791], [0.615, 1.228, -2.501], [-1.135, -2.515, -4.406], [0.751, 1.320, -2.808], [0.461, -0.809, 2.757], [-1.257, 2.574, -1.023], [-2.680, -0.340, 0.922], [-1.245, 0.729, 1.922], [-0.143, 5.539, 1.472], [-0.701, 0.158, 0.569], [2.198, -3.072, -3.058], [1.120, -0.551, 0.634], [-1.040, -0.804, -0.466], [-0.255, -3.139, -0.515], [-1.690, -0.530, -0.367], [4.399, -1.575, 0.737], [1.158, 1.320, -0.017], [-0.650, 3.258, 0.733], [0.799, 0.949, -1.248], [-0.679, -0.721, -0.524], [-0.827, -0.899, -0.172], [0.753, -1.416, 0.621], [-0.580, 1.916, 1.058], [3.340, 0.632, -0.573], [0.101, 0.002, 0.961], [2.650, 0.552, 4.171], [-0.459, -0.652, -0.169], [0.594, 0.320, -0.322], [-0.923, 0.934, -0.366], [-0.060, 0.426, -0.438], [-1.073, 0.293, -0.383], [-0.071, -1.477, 1.541], [-1.102, 2.936, 2.171], [-0.028, -0.443, 1.391], [-0.035, 0.014, 0.553], [0.530, 0.475, -0.524], [-0.353, -0.082, -0.747], [-0.222, -0.241, 0.307], [-0.437, -0.153, 0.041], [0.438, 1.066, 0.013], [-0.897, -0.043, 0.308], [0.560, -1.206, 0.536], [-0.142, 1.355, 0.256], [1.500, 0.316, -0.167], [-1.147, 0.220, -0.484], [-0.233, -0.015, 0.238], [-0.244, 0.175, 0.365], [0.972, -0.809, -0.303], [-0.363, -0.277, -0.711], [0.778, -0.521, -0.188], [-2.731, -0.028, -0.166], [-0.407, -1.193, -3.563], [0.000, 0.001, 0.000], [0.723, -0.440, 0.185], [0.446, -0.760, 0.017], [-0.432, -0.296, 1.158], [0.246, -0.821, -0.207], [-0.944, -2.486, 0.050], [-0.656, -0.030, 0.753], [1.773, -0.873, 2.015], [-0.276, -1.054, -0.508], [0.515, -0.249, 0.913], [0.220, 0.227, -0.127], [0.127, -0.359, -0.435], [-0.121, -0.537, -0.254], [-0.488, -1.626, 0.536], [1.413, -0.439, 2.405], [0.698, 0.137, -0.698], [0.449, 1.473, 1.540], [-0.061, 0.134, 0.736], [-0.872, -0.612, 0.428], [0.893, 0.182, 1.085], [1.038, 0.522, 0.654], [-0.982, -0.620, -0.930], [-0.068, -0.185, -0.652], [0.122, -0.391, -1.109], [-0.200, -0.425, -0.604], [0.701, 0.042, 0.038], [-0.406, -1.516, -0.173], [-0.425, -0.486, -0.725], [0.136, 0.677, 0.054], [-0.005, -0.060, -0.219], [-1.767, -2.072, 2.505], [-1.637, -0.666, 2.324], [-2.072, 0.962, 0.212], [0.540, -0.150, -1.513], [-0.044, -0.028, 0.557], [-0.143, 0.437, 0.259], [-0.043, 0.101, 0.454], [0.362, -0.696, -0.369]],
  "mulliken_charge": [0.85, -0.05, 0.55, 0.77, -0.75, -0.62, -0.82, -0.64, -0.64, -0.39, -0.65, -0.26, -0.01, -0.29, -0.46, 2.68, -0.08, -1.61, 0.12, 1.25, 0.17, 0.06, -0.66, -1.17, -1.19, -0.99, 0.11, 0.81, -1.27, -1.06, -0.63, -1.38, -0.82, 0.24, 0.29, -1.22, 0.30, 0.81, 0.05, -1.22, 0.21, -1.49, -0.42, -0.39, -1.34, 0.55, 0.28, -1.16, -1.04, -0.90, -1.25, -0.65, 0.02, -0.78, 0.45, -1.29, 0.31, 0.33, -0.05, 0.01, 0.73, 0.30, 0.37, 0.25, 0.23, 0.50, 0.16, 0.34, 0.25, 0.22, 0.34, 0.16, 0.39, 0.21, 0.40, 0.29, 0.50, 0.69, -0.64, 0.32, -1.91, 0.39, 0.37, 0.17, 0.00, 0.41, 0.28, 0.62, 0.39, 0.34, 0.39, 0.29, 0.18, 0.35, 0.27, 0.31, 0.32, 0.21, 0.16, 0.48, 0.21, 0.25, 0.45, 0.30, 0.11, 0.31, 0.31, 0.28, 0.34, 0.43, 0.24, 0.40, 0.34, 0.55, 0.54, 0.28, 0.32, 0.32, 0.29, 0.55, 0.26, 0.30]
}